(P)
# C2H2BrFO

One molecule with the formula C2H2BrFO (the ωB97M-V functional and the def2-TZVPD basis, the OMol25 dataset).

HOMO level, eV: -9.7
HOMO-LUMO gap, eV: 10.2
E_LUMO, eV: 0.49
SMILES: O=C[C@H](F)Br

Last column: Mulliken charge in e.
Geometry (Å):
Br1 -0.03 -1.93 0.75  -0.136
F1 -1.26 0.44 1.26  -0.199
O1 0.69 1.24 -1.34  -0.382
C1 0.83 0.61 -0.34  -0.012
C2 -0.73 -0.22 0.24  0.045
H1 1.74 0.39 0.10  0.389
H2 -1.25 -0.53 -0.67  0.295

---

(Q)
# C2H2BrFO

One molecule with the formula C2H2BrFO (the ωB97M-V functional and the def2-TZVPD basis, the OMol25 dataset).

HOMO level, eV: -10.6
HOMO-LUMO gap, eV: 10.8
E_LUMO, eV: 0.21
SMILES: O=C[C@H](F)Br

Last column: Mulliken charge in e.
Geometry (Å):
Br1 -0.38 -2.16 -0.85  -0.132
F1 0.31 -1.62 1.65  -0.194
O1 2.06 0.29 0.54  -0.412
C1 0.01 -0.94 0.56  0.154
C2 1.11 -0.09 -0.11  -0.054
H1 0.92 0.21 -1.11  0.372
H2 -0.95 -0.52 0.66  0.266

---

The least stable of them is (P).

---

(P)
# C5H11NS

A 2-piece molecular cluster, C5H11NS overall (the ωB97M-V functional and the def2-TZVPD basis, the OMol25 dataset).

HOMO level (alpha / beta), eV: -6.9 / -6.9
HOMO-LUMO gap (alpha / beta), eV: 7.7 / 7.7
E_LUMO (alpha / beta), eV: 0.75 / 0.75

Last column: Mulliken charge in e.
Geometry (Å):
S1 -1.61 0.02 0.69  -0.077
N1 2.70 0.31 1.09  -0.437
C1 0.01 -0.58 -1.48  -1.646
C2 1.73 0.93 0.68  0.049
C3 0.21 -1.97 0.65  -1.413
C4 -2.04 1.70 0.08  -0.805
C5 -0.09 -0.56 0.07  0.549
H1 -2.47 1.70 -0.98  0.249
H2 1.01 -0.97 -1.76  0.416
H3 -2.79 1.94 0.72  0.387
H4 -0.01 0.28 -2.00  0.441
H5 -0.62 -2.56 0.29  0.469
H6 3.55 0.79 1.32  0.230
H7 0.14 -1.89 1.81  0.298
H8 -1.18 2.38 0.26  0.208
H9 1.31 1.88 0.40  0.256
H10 1.01 -2.33 0.01  0.369
H11 -0.85 -1.07 -1.82  0.455

---

(Q)
# C5H11NS

A 2-piece molecular cluster, C5H11NS overall (the ωB97M-V functional and the def2-TZVPD basis, the OMol25 dataset).

HOMO level, eV: -9.4
HOMO-LUMO gap, eV: 8.3
E_LUMO, eV: -1.06

Last column: Mulliken charge in e.
Geometry (Å):
S1 2.33 0.00 -2.59  0.111
N1 1.02 -0.56 -2.99  -0.257
C1 -1.22 0.47 1.00  -0.568
C2 1.08 -0.77 0.82  -0.484
C3 0.00 -1.82 0.67  -0.695
C4 -0.22 -0.38 0.24  -0.261
C5 -1.32 1.79 0.23  -1.111
H1 -0.37 -0.33 -0.78  0.550
H2 1.11 -0.36 1.83  0.225
H3 -0.23 2.17 0.23  0.259
H4 -0.92 0.51 2.04  0.354
H5 -2.24 -0.19 1.11  0.224
H6 2.94 0.79 -3.75  0.140
H7 1.92 -0.87 0.20  0.200
H8 -1.83 1.66 -0.76  0.311
H9 -1.78 2.44 0.90  0.392
H10 -0.43 -2.07 1.65  0.244
H11 0.17 -2.48 -0.08  0.367

---

The least stable of them is (Q).

---

(P)
# CH7N2O

A 2-piece molecular cluster, CH7N2O overall (the ωB97M-V functional and the def2-TZVPD basis, the OMol25 dataset).

HOMO level, eV: -2.7
HOMO-LUMO gap, eV: 7.0
Total charge: -1
E_LUMO, eV: 4.29

Last column: Mulliken charge in e.
Geometry (Å):
O1 -1.81 1.69 -0.58  -0.780
N1 -0.71 -0.48 0.49  -0.969
N2 2.38 -0.63 -0.57  -0.808
C1 -1.56 1.10 0.51  -0.294
H1 2.63 -1.69 -0.66  0.220
H2 -2.49 0.64 0.80  0.249
H3 1.68 -0.55 0.14  0.506
H4 -1.02 1.64 1.31  0.236
H5 0.23 -0.43 0.40  0.082
H6 -1.06 -0.62 -0.47  0.283
H7 1.71 -0.68 -1.38  0.275

---

(Q)
# CH7N2O

A 2-piece molecular cluster, CH7N2O overall (the ωB97M-V functional and the def2-TZVPD basis, the OMol25 dataset).

HOMO level, eV: -2.7
HOMO-LUMO gap, eV: 7.2
Total charge: -1
E_LUMO, eV: 4.42

Last column: Mulliken charge in e.
Geometry (Å):
O1 -1.36 -0.86 0.10  -0.811
N1 -0.79 1.46 -0.37  -0.807
N2 2.39 -1.03 0.63  -0.752
C1 -1.61 0.12 -0.71  -0.380
H1 0.08 1.12 -0.38  0.281
H2 -2.78 0.54 -0.79  0.211
H3 2.30 -1.83 1.09  0.184
H4 -0.95 1.71 0.64  0.254
H5 2.61 -0.34 1.32  0.206
H6 1.43 -0.90 0.24  0.348
H7 -1.32 0.01 -1.77  0.265

---

(R)
# CH7N2O

A 2-piece molecular cluster, CH7N2O overall (the ωB97M-V functional and the def2-TZVPD basis, the OMol25 dataset).

HOMO level, eV: -2.2
HOMO-LUMO gap, eV: 6.6
Total charge: -1
E_LUMO, eV: 4.37

Last column: Mulliken charge in e.
Geometry (Å):
O1 -1.25 0.27 -1.47  -0.844
N1 -0.56 -0.50 0.72  -0.512
N2 2.78 -0.01 0.62  -0.788
C1 -1.45 0.36 -0.18  -0.242
H1 2.71 -0.44 -0.28  0.257
H2 2.66 -0.75 1.32  0.239
H3 -2.48 0.10 0.14  0.169
H4 -1.23 1.37 0.27  0.107
H5 -0.29 -1.44 0.46  0.161
H6 1.94 0.51 0.72  0.271
H7 0.00 -0.06 1.43  0.181

---

The least stable of them is (P).

---

(P)
# C22H25N3O2

One molecule with the formula C22H25N3O2 (the ωB97M-V functional and the def2-TZVPD basis, the OMol25 dataset).

HOMO level, eV: -8.8
HOMO-LUMO gap, eV: 9.1
E_LUMO, eV: 0.30
SMILES: CCCCCc1ccc(CC(=O)Nn2c(C)nc3ccccc3c2=O)cc1

Last column: Mulliken charge in e.
Geometry (Å):
O1 -2.01 4.56 -0.39  -0.669
O2 -4.31 1.36 -0.15  -0.645
N1 -2.22 1.09 -0.98  0.278
N2 -1.21 -1.00 -1.25  -0.525
N3 -2.08 2.46 -1.13  -0.680
C1 -3.40 -3.59 0.10  -0.429
C2 -1.91 2.83 1.29  -1.386
C3 2.56 -1.73 0.30  -0.601
C4 1.54 1.29 1.32  -0.369
C5 -3.42 0.60 -0.44  0.781
C6 -0.81 1.83 1.44  0.539
C7 -4.51 -2.85 0.48  -0.591
C8 1.28 -0.04 1.63  0.823
C9 3.19 -0.82 -0.75  0.041
C10 -4.53 -1.49 0.30  -0.887
C11 -2.02 3.38 -0.12  0.462
C12 -2.30 -1.60 -0.67  0.471
C13 2.37 -1.06 1.67  -1.539
C14 -3.42 -0.85 -0.27  0.155
C15 5.26 0.36 -1.59  -1.362
C16 -2.30 -2.98 -0.47  -0.353
C17 4.67 -0.54 -0.51  -0.390
C18 -0.02 0.92 -2.05  -1.350
C19 -1.19 0.27 -1.39  0.905
C20 -1.06 0.51 1.80  -0.194
C21 0.51 2.21 1.21  -0.844
C22 -0.04 -0.41 1.88  -0.641
H1 -2.08 0.20 2.02  0.524
H2 4.81 -0.06 0.46  0.245
H3 0.42 1.66 -1.38  0.269
H4 -1.74 3.69 1.95  0.470
H5 -0.33 1.42 -2.96  0.432
H6 -0.26 -1.43 2.15  0.445
H7 -1.43 -3.54 -0.78  0.468
H8 -5.36 -3.35 0.92  0.416
H9 3.31 -0.60 1.99  0.461
H10 0.72 3.24 0.95  0.449
H11 6.31 0.55 -1.40  0.401
H12 2.12 -1.83 2.40  0.439
H13 5.22 -1.48 -0.48  0.333
H14 4.74 1.32 -1.61  0.298
H15 -2.30 2.84 -2.04  0.256
H16 -3.39 -4.66 0.25  0.411
H17 3.08 -1.29 -1.73  0.554
H18 1.58 -2.05 -0.06  0.176
H19 3.18 -2.62 0.42  0.450
H20 0.71 0.15 -2.29  0.283
H21 -2.88 2.39 1.55  0.365
H22 -5.38 -0.89 0.59  0.497
H23 2.64 0.13 -0.78  -0.319
H24 2.56 1.61 1.15  0.359
H25 5.16 -0.11 -2.57  0.314

---

(Q)
# C22H25N3O2

One molecule with the formula C22H25N3O2 (the ωB97M-V functional and the def2-TZVPD basis, the OMol25 dataset).

HOMO level, eV: -8.7
HOMO-LUMO gap, eV: 9.0
E_LUMO, eV: 0.34
SMILES: N#Cc1cccc(CN2CCC(=O)N([C@H](CO)Cc3ccccc3)CC2)c1

Last column: Mulliken charge in e.
Geometry (Å):
O1 1.46 2.77 -2.12  -0.526
O2 0.56 -0.29 -3.53  -0.704
N1 -0.18 0.56 -1.58  0.926
N2 1.91 -0.59 0.60  0.215
N3 5.32 1.16 5.17  -0.505
C1 2.11 -0.08 5.56  -0.647
C2 1.65 -1.02 2.97  0.472
C3 -3.01 -0.08 -3.38  -0.102
C4 -3.50 -0.05 -1.04  -0.276
C5 -0.73 1.71 -2.28  -0.719
C6 -4.15 -1.93 -2.37  -0.455
C7 -3.60 -1.32 -3.49  -0.754
C8 0.91 -0.68 5.25  -0.656
C9 1.42 -1.54 1.58  -0.727
C10 1.14 0.63 0.53  -1.474
C11 0.45 -0.38 -2.32  0.735
C12 0.08 2.98 -1.96  -0.976
C13 -2.23 1.89 -2.02  -1.342
C14 4.33 0.66 4.90  -0.012
C15 -2.94 0.57 -2.15  0.517
C16 -4.10 -1.29 -1.15  -0.673
C17 2.86 -0.42 3.29  -0.141
C18 3.09 0.05 4.58  0.331
C19 2.23 -1.15 -0.70  -0.936
C20 -0.24 0.52 -0.14  -0.697
C21 0.68 -1.15 3.96  -0.612
C22 1.03 -1.56 -1.57  -0.926
H1 -3.46 0.45 -0.07  0.369
H2 0.14 -0.79 6.00  0.406
H3 -4.62 -2.90 -2.46  0.401
H4 -2.40 2.32 -1.03  0.426
H5 1.01 1.00 1.55  0.328
H6 -0.27 3.80 -2.60  0.470
H7 -0.75 -0.40 0.18  0.418
H8 2.86 -2.02 -0.53  0.462
H9 2.30 0.28 6.56  0.485
H10 2.00 -2.47 1.46  0.482
H11 1.73 1.36 -0.03  0.473
H12 -0.27 -1.61 3.72  0.393
H13 -2.58 0.39 -4.25  0.353
H14 -3.64 -1.81 -4.45  0.396
H15 -0.06 3.28 -0.92  0.295
H16 -4.53 -1.76 -0.27  0.396
H17 3.61 -0.31 2.52  0.489
H18 1.37 -2.27 -2.33  0.393
H19 0.26 -2.05 -0.97  0.397
H20 -0.85 1.36 0.19  0.490
H21 2.82 -0.40 -1.24  0.467
H22 1.61 2.36 -2.98  0.339
H23 0.36 -1.81 1.46  0.303
H24 -0.58 1.48 -3.35  0.718
H25 -2.62 2.60 -2.76  0.518

---

The least stable of them is (Q).

---

(P)
# CH6N4O3S

One molecule with the formula CH6N4O3S (the ωB97M-V functional and the def2-TZVPD basis, the OMol25 dataset).

HOMO level, eV: -9.9
HOMO-LUMO gap, eV: 10.4
E_LUMO, eV: 0.51
SMILES: [H]/N=C(/N)N(N)S(=O)(=O)O

Last column: Mulliken charge in e.
Geometry (Å):
S1 1.53 -0.15 0.02  1.238
O1 2.32 0.83 0.98  -0.486
O2 1.80 0.20 -1.33  -0.587
O3 1.77 -1.48 0.47  -0.673
N1 -0.03 0.30 0.40  0.180
N2 -0.14 1.64 -0.04  -0.745
N3 -0.97 -1.88 0.42  -0.361
N4 -2.21 -0.27 -0.68  -0.699
C1 -1.20 -0.65 -0.05  0.438
H1 2.15 1.74 0.71  0.390
H2 -0.18 1.68 -1.06  0.254
H3 -0.98 2.05 0.37  0.255
H4 -1.57 -2.61 0.06  0.257
H5 -0.02 -2.11 0.68  0.286
H6 -2.27 0.70 -0.95  0.252

---

(Q)
# CH6N4O3S

One molecule with the formula CH6N4O3S (the ωB97M-V functional and the def2-TZVPD basis, the OMol25 dataset).

HOMO level, eV: -9.9
HOMO-LUMO gap, eV: 10.3
E_LUMO, eV: 0.44

Last column: Mulliken charge in e.
Geometry (Å):
S1 -0.54 1.94 0.20  1.099
O1 0.15 2.29 -1.01  -0.694
O2 -1.86 2.43 0.40  -0.531
O3 -0.91 0.12 -0.20  -0.480
N1 -0.34 -2.22 0.99  -0.689
N2 0.41 -1.69 -0.07  0.032
N3 0.76 -0.10 -1.72  -0.364
N4 0.37 1.69 1.39  -0.588
C1 0.08 -0.53 -0.66  0.652
H1 0.05 -1.90 1.87  0.267
H2 1.63 -0.53 -1.98  0.206
H3 1.04 -2.35 -0.52  0.194
H4 -0.18 1.77 2.21  0.258
H5 -1.29 -1.84 0.93  0.315
H6 0.64 0.92 -1.85  0.324

---

The least stable of them is (Q).

---

(P)
# C25H20Cl3N4O6RuS

C25H20Cl3N4O6RuS as an isolated structure (the ωB97M-V functional and the def2-TZVPD basis, the OMol25 dataset).

<S²>: 0.7597
HOMO level (alpha / beta), eV: -8.0 / -8.0
HOMO-LUMO gap (alpha / beta), eV: 7.3 / 7.2
E_LUMO (alpha / beta), eV: -0.69 / -0.88
2S+1: 2

Last column: Mulliken charge in e.
Geometry (Å):
Ru1 -0.72 -1.51 0.82  0.448
Cl1 5.30 2.23 -1.01  -0.239
Cl2 0.29 1.51 -2.80  -0.155
Cl3 2.13 -1.35 1.43  -0.199
S1 -2.47 1.28 1.55  1.134
O1 -0.03 -3.39 0.34  -0.557
O2 -1.96 -1.85 -0.70  -0.916
O3 0.01 -0.27 -0.56  0.316
O4 -1.87 -1.24 -5.37  -0.458
O5 -2.87 1.13 0.18  -0.651
O6 -3.43 1.48 2.59  -0.698
N1 -1.62 -0.10 1.89  -0.385
N2 -0.65 -1.70 3.09  -0.490
N3 1.69 5.48 1.79  -0.531
N4 -1.12 0.39 4.17  -0.280
C1 0.11 -3.38 -3.30  -0.881
C2 -1.41 -2.14 -1.84  0.606
C3 -0.35 -3.09 -1.99  -0.039
C4 0.49 3.79 0.56  -0.847
C5 -1.06 3.26 2.81  -0.265
C6 -0.40 -2.76 -4.40  -1.010
C7 -0.04 -1.41 5.34  -0.767
C8 -0.50 2.83 0.51  -0.163
C9 2.31 -0.09 0.22  0.795
C10 -1.27 2.56 1.63  -0.619
C11 -1.14 -0.43 3.12  0.859
C12 1.52 1.14 -1.64  0.474
C13 3.56 0.51 0.12  -0.913
C14 3.76 1.45 -0.87  0.374
C15 -0.58 -0.13 5.27  -0.141
C16 -1.95 -1.52 -2.99  -0.424
C17 -0.07 -2.16 4.19  -0.067
C18 -1.45 -1.82 -4.23  1.146
C19 0.17 -3.78 -0.85  1.278
C20 0.99 -5.03 -0.97  -1.459
C21 0.72 4.50 1.74  1.007
C22 -2.91 -0.27 -5.27  -0.755
C23 2.75 1.75 -1.77  -0.735
C24 -0.07 4.23 2.87  -0.780
C25 1.23 0.22 -0.62  -0.702
H1 2.02 -4.78 -0.70  0.311
H2 0.09 4.78 3.78  0.307
H3 0.63 -5.73 -0.22  0.388
H4 0.39 -1.79 6.26  0.398
H5 2.01 5.78 2.69  0.203
H6 -3.81 -0.72 -4.85  0.338
H7 0.97 -5.49 -1.95  0.433
H8 -0.04 -2.96 -5.39  0.454
H9 0.35 -3.16 4.13  0.461
H10 0.91 -4.10 -3.44  0.375
H11 2.92 2.47 -2.56  0.489
H12 -2.73 -0.79 -2.82  0.442
H13 -0.70 2.29 -0.41  0.624
H14 1.08 4.00 -0.32  0.354
H15 -0.57 0.52 6.14  0.435
H16 -1.66 3.04 3.68  0.491
H17 -3.11 0.06 -6.28  0.238
H18 -2.60 0.57 -4.66  0.283
H19 2.39 5.48 1.07  0.210
H20 4.35 0.24 0.80  0.455

---

(Q)
# C25H20Cl3N4O6RuS

C25H20Cl3N4O6RuS as an isolated structure (the ωB97M-V functional and the def2-TZVPD basis, the OMol25 dataset).

<S²>: 0.7604
HOMO level (alpha / beta), eV: -7.9 / -7.8
HOMO-LUMO gap (alpha / beta), eV: 7.1 / 7.4
E_LUMO (alpha / beta), eV: -0.87 / -0.45
2S+1: 2

Last column: Mulliken charge in e.
Geometry (Å):
Ru1 -0.64 1.35 -1.26  1.268
Cl1 0.23 3.87 -1.59  -0.072
Cl2 -2.90 8.28 -1.32  -0.227
Cl3 -5.03 3.34 -1.72  -0.206
S1 -0.61 1.49 2.05  1.113
O1 -0.10 -0.58 -1.87  -0.676
O2 -1.73 1.72 2.91  -0.707
O3 1.63 -4.93 -1.32  -0.455
O4 0.22 2.57 1.63  -0.748
O5 -2.23 2.47 -1.80  -0.621
O6 1.56 1.40 -1.52  -0.471
N1 -2.57 -0.96 1.25  -0.392
N2 -2.39 -0.01 -0.93  0.279
N3 2.89 -2.63 4.41  -0.516
N4 -1.15 0.86 0.63  0.161
C1 2.60 -0.68 3.02  -0.824
C2 -3.64 4.38 -1.65  0.606
C3 -2.08 -0.08 0.38  0.302
C4 -1.31 4.66 -1.59  0.786
C5 0.73 -2.72 -1.62  -0.161
C6 3.32 -1.77 -1.29  -0.787
C7 -2.37 3.78 -1.69  -0.173
C8 -2.69 6.56 -1.46  0.518
C9 -1.42 6.03 -1.49  -1.057
C10 3.87 1.18 -1.41  -1.384
C11 1.78 0.29 2.49  -0.223
C12 2.06 -1.72 3.80  1.180
C13 2.27 -0.83 -1.48  -0.063
C14 1.77 -3.59 -1.40  1.002
C15 0.41 0.24 2.72  -0.492
C16 0.94 -1.32 -1.65  0.239
C17 -3.84 -1.82 -0.59  -0.661
C18 -3.45 -1.82 0.74  -0.296
C19 0.33 -5.47 -1.45  -0.812
C20 -0.15 -0.80 3.46  -0.396
C21 -3.25 -0.89 -1.42  -0.371
C22 0.67 -1.77 3.99  -0.782
C23 3.09 -3.11 -1.25  -1.119
C24 -3.81 5.74 -1.53  -0.826
C25 2.49 0.57 -1.47  0.689
H1 -0.13 -5.18 -2.40  0.325
H2 -0.29 -3.06 -1.75  0.451
H3 -4.80 6.16 -1.49  0.434
H4 3.89 -3.82 -1.10  0.463
H5 3.94 1.93 -2.20  0.349
H6 4.69 0.47 -1.52  0.417
H7 -0.54 6.66 -1.43  0.453
H8 0.25 -2.58 4.58  0.295
H9 -3.85 -2.54 1.44  0.442
H10 2.48 -3.47 4.79  0.196
H11 3.67 -0.64 2.87  0.281
H12 3.97 1.70 -0.46  0.308
H13 -4.57 -2.53 -0.97  0.427
H14 -0.31 -5.15 -0.62  0.337
H15 2.18 1.10 1.90  0.563
H16 -1.22 -0.83 3.61  0.445
H17 4.33 -1.42 -1.17  0.232
H18 -3.47 -0.82 -2.48  0.517
H19 0.45 -6.55 -1.42  0.243
H20 3.84 -2.70 4.11  0.199

---

The least stable of them is (Q).